No. 1
Entry from OMol25: a cluster of 7 separate species, C43H35Br3ClNO14 in total at a distorted geometry (ωB97M-V/def2-TZVPD).

```
! RIJCOSX wB97M-V def2-TZVPD def2/J DEFGRID3
* xyz 0 1
C -1.61 0.14 -1.81
C -0.29 0.28 -2.83
Br -1.05 1.19 -4.49
C 0.31 -1.14 -3.34
Br -1.31 -2.30 -3.78
N 1.33 -1.82 -2.50
C 1.55 -1.25 -1.13
C 2.68 -0.01 -1.08
C 3.22 0.44 -2.56
Cl 2.02 1.43 -0.05
C 0.96 -3.30 -2.25
O 1.40 -4.28 -3.06
O 0.12 -3.74 -1.10
Br 0.87 -5.18 -0.24
H -1.63 -0.87 -1.23
H -1.45 1.00 -1.00
H -2.61 0.41 -2.37
H 0.48 1.05 -2.40
H 0.81 -0.93 -4.40
H 2.08 -2.12 -0.49
H 0.57 -0.99 -0.52
H 3.64 -0.38 -0.47
H 3.45 -0.45 -3.29
H 2.53 1.19 -3.13
H 4.25 1.01 -2.38
O 2.61 3.06 -3.71
C 2.32 4.13 -4.25
C 3.37 5.09 -4.64
C 3.06 6.25 -5.23
C 1.65 6.62 -5.51
O 1.37 7.68 -6.05
C 0.61 5.65 -5.12
C 0.92 4.49 -4.53
H 4.39 4.81 -4.43
H 3.81 6.97 -5.52
H -0.42 5.93 -5.33
H 0.17 3.77 -4.24
O -8.83 -2.66 -1.88
C -7.86 -1.93 -1.77
C -7.72 -0.71 -2.59
C -6.65 0.09 -2.47
C -5.56 -0.22 -1.52
O -4.59 0.51 -1.41
C -5.70 -1.44 -0.70
C -6.77 -2.24 -0.82
H -8.52 -0.49 -3.28
H -6.53 0.99 -3.06
H -4.90 -1.66 -0.01
H -6.89 -3.14 -0.23
O 5.22 0.56 1.25
C 4.87 -0.07 2.25
C 3.50 0.03 2.77
C 3.12 -0.65 3.86
C 4.06 -1.54 4.57
O 3.71 -2.16 5.57
C 5.43 -1.64 4.05
C 5.81 -0.95 2.96
H 2.82 0.69 2.24
H 2.12 -0.59 4.26
H 6.11 -2.29 4.58
H 6.82 -1.02 2.56
O 8.54 9.21 -1.21
C 7.91 8.42 -1.90
C 7.56 7.08 -1.41
C 6.88 6.21 -2.16
C 6.42 6.57 -3.52
O 5.79 5.79 -4.21
C 6.77 7.92 -4.02
C 7.46 8.78 -3.26
H 7.90 6.83 -0.41
H 6.62 5.22 -1.82
H 6.43 8.17 -5.02
H 7.71 9.78 -3.61
O 0.54 -5.71 10.12
C 1.52 -4.99 9.95
C 1.65 -4.13 8.76
C 2.72 -3.35 8.58
C 3.81 -3.31 9.56
O 4.79 -2.60 9.40
C 3.69 -4.17 10.75
C 2.62 -4.95 10.94
H 0.83 -4.17 8.04
H 2.82 -2.71 7.71
H 4.50 -4.13 11.47
H 2.51 -5.59 11.81
O -12.43 -5.12 -2.07
C -11.97 -5.12 -0.94
C -10.78 -4.33 -0.59
C -10.28 -4.33 0.65
C -10.90 -5.13 1.73
O -10.44 -5.13 2.86
C -12.09 -5.92 1.38
C -12.59 -5.92 0.14
H -10.33 -3.74 -1.39
H -9.40 -3.76 0.92
H -12.54 -6.51 2.18
H -13.47 -6.50 -0.13
*
```

## Properties
Maximum force, eV Å⁻¹: 8.98
SMILES string: C[C@H](Br)[C@H](Br)N(C[C@@H](C)Cl)C(=O)OBr.O=C1C=CC(=O)C=C1.O=C1C=CC(=O)C=C1.O=C1C=CC(=O)C=C1.O=C1C=CC(=O)C=C1.O=C1C=CC(=O)C=C1.O=C1C=CC(=O)C=C1
Orbital gap, eV: 8.004
Electronic energy, a.u.: -10949.4721
HOMO level, eV: -10.08

---

No. 2
Entry from OMol25: a structure of composition C43H35MnN10O2S2 at a distorted geometry (ωB97M-V/def2-TZVPD).

```
! RIJCOSX wB97M-V def2-TZVPD def2/J DEFGRID3
* xyz -1 4
Mn -0.07 -0.10 0.27
C 2.24 -1.20 2.17
C 1.62 0.06 1.59
N 1.88 0.26 0.27
N 2.14 1.55 -0.31
C 1.22 2.17 -1.31
S -0.27 1.29 -1.75
S 1.12 4.00 -1.43
C 1.68 4.62 0.18
C 3.16 4.47 0.44
C 4.11 4.56 -0.57
C 5.46 4.42 -0.28
C 5.88 4.18 1.02
C 4.93 4.11 2.04
C 3.59 4.27 1.75
C 1.28 1.12 2.56
C 1.94 1.36 3.76
C 1.47 2.33 4.65
C 0.34 3.07 4.33
C -0.34 2.85 3.14
C 0.08 1.83 2.26
O -0.60 1.47 1.21
H 3.26 -0.98 2.52
H 2.30 -1.98 1.42
H 1.67 -1.55 3.04
H 1.09 4.15 0.96
H 1.41 5.68 0.14
H 3.78 4.72 -1.59
H 6.19 4.48 -1.08
H 6.93 4.06 1.25
H 5.24 3.91 3.06
H 2.86 4.22 2.54
H 2.84 0.80 3.99
H 2.01 2.51 5.57
H -0.01 3.83 5.01
H -1.24 3.41 2.90
C -2.24 -4.22 3.71
N -1.72 -2.98 3.17
C -1.44 -2.63 1.90
N -1.05 -1.37 1.86
C -1.11 -0.98 3.16
N -1.51 -1.92 3.98
C -1.24 -5.36 3.67
C -0.65 -5.86 4.82
C 0.23 -6.94 4.73
C 0.56 -7.49 3.51
C 0.00 -6.97 2.34
C -0.92 -5.92 2.45
C 0.34 -7.44 1.02
N 1.05 -8.45 0.61
N 1.07 -8.40 -0.76
C 0.37 -7.37 -1.12
O -0.13 -6.72 -0.03
C 0.09 -6.79 -2.42
C 0.56 -7.36 -3.61
C 0.30 -6.71 -4.80
C -0.40 -5.51 -4.84
C -0.87 -4.96 -3.66
C -1.54 -3.60 -3.62
N -0.76 -2.71 -2.78
C -1.04 -2.24 -1.55
N 0.02 -1.63 -1.05
C 0.95 -1.78 -2.04
N 0.52 -2.44 -3.09
C -0.63 -5.60 -2.46
H -3.12 -4.50 3.12
H -2.54 -4.00 4.72
H -1.51 -3.30 1.07
H -0.86 0.01 3.50
H -0.88 -5.42 5.78
H 0.67 -7.34 5.63
H 1.25 -8.32 3.43
H -1.39 -5.55 1.55
H 1.12 -8.28 -3.57
H 0.68 -7.14 -5.73
H -0.56 -5.00 -5.78
H -2.54 -3.66 -3.18
H -1.62 -3.17 -4.61
H -2.02 -2.31 -1.09
H 1.95 -1.39 -1.97
H -0.96 -5.15 -1.54
C 2.47 1.55 -1.63
C 3.28 0.83 -2.51
C 4.29 -0.03 -2.02
C 5.11 -0.71 -2.90
C 4.96 -0.56 -4.28
C 3.99 0.31 -4.77
C 3.16 1.00 -3.92
H 4.38 -0.14 -0.95
H 5.87 -1.37 -2.51
H 5.61 -1.10 -4.95
H 3.88 0.44 -5.84
H 2.39 1.67 -4.29
*
```

## Properties
Maximum force, eV Å⁻¹: 1.01
Orbital gap (spin up / spin down), eV: 3.924 / 4.179
Electronic energy, a.u.: -4304.9620
HOMO level (spin up / spin down), eV: -2.74 / -3.00
Expectation value of S²: 4.086
Relative energy (zero: lowest compared OMol25 entry of this formula, charge and spin), kJ/mol: 45.3

---

Repeat the second record exactly.
Entry from OMol25: a structure of composition C43H35MnN10O2S2 at a distorted geometry (ωB97M-V/def2-TZVPD).

```
! RIJCOSX wB97M-V def2-TZVPD def2/J DEFGRID3
* xyz -1 4
Mn -0.07 -0.10 0.27
C 2.24 -1.20 2.17
C 1.62 0.06 1.59
N 1.88 0.26 0.27
N 2.14 1.55 -0.31
C 1.22 2.17 -1.31
S -0.27 1.29 -1.75
S 1.12 4.00 -1.43
C 1.68 4.62 0.18
C 3.16 4.47 0.44
C 4.11 4.56 -0.57
C 5.46 4.42 -0.28
C 5.88 4.18 1.02
C 4.93 4.11 2.04
C 3.59 4.27 1.75
C 1.28 1.12 2.56
C 1.94 1.36 3.76
C 1.47 2.33 4.65
C 0.34 3.07 4.33
C -0.34 2.85 3.14
C 0.08 1.83 2.26
O -0.60 1.47 1.21
H 3.26 -0.98 2.52
H 2.30 -1.98 1.42
H 1.67 -1.55 3.04
H 1.09 4.15 0.96
H 1.41 5.68 0.14
H 3.78 4.72 -1.59
H 6.19 4.48 -1.08
H 6.93 4.06 1.25
H 5.24 3.91 3.06
H 2.86 4.22 2.54
H 2.84 0.80 3.99
H 2.01 2.51 5.57
H -0.01 3.83 5.01
H -1.24 3.41 2.90
C -2.24 -4.22 3.71
N -1.72 -2.98 3.17
C -1.44 -2.63 1.90
N -1.05 -1.37 1.86
C -1.11 -0.98 3.16
N -1.51 -1.92 3.98
C -1.24 -5.36 3.67
C -0.65 -5.86 4.82
C 0.23 -6.94 4.73
C 0.56 -7.49 3.51
C 0.00 -6.97 2.34
C -0.92 -5.92 2.45
C 0.34 -7.44 1.02
N 1.05 -8.45 0.61
N 1.07 -8.40 -0.76
C 0.37 -7.37 -1.12
O -0.13 -6.72 -0.03
C 0.09 -6.79 -2.42
C 0.56 -7.36 -3.61
C 0.30 -6.71 -4.80
C -0.40 -5.51 -4.84
C -0.87 -4.96 -3.66
C -1.54 -3.60 -3.62
N -0.76 -2.71 -2.78
C -1.04 -2.24 -1.55
N 0.02 -1.63 -1.05
C 0.95 -1.78 -2.04
N 0.52 -2.44 -3.09
C -0.63 -5.60 -2.46
H -3.12 -4.50 3.12
H -2.54 -4.00 4.72
H -1.51 -3.30 1.07
H -0.86 0.01 3.50
H -0.88 -5.42 5.78
H 0.67 -7.34 5.63
H 1.25 -8.32 3.43
H -1.39 -5.55 1.55
H 1.12 -8.28 -3.57
H 0.68 -7.14 -5.73
H -0.56 -5.00 -5.78
H -2.54 -3.66 -3.18
H -1.62 -3.17 -4.61
H -2.02 -2.31 -1.09
H 1.95 -1.39 -1.97
H -0.96 -5.15 -1.54
C 2.47 1.55 -1.63
C 3.28 0.83 -2.51
C 4.29 -0.03 -2.02
C 5.11 -0.71 -2.90
C 4.96 -0.56 -4.28
C 3.99 0.31 -4.77
C 3.16 1.00 -3.92
H 4.38 -0.14 -0.95
H 5.87 -1.37 -2.51
H 5.61 -1.10 -4.95
H 3.88 0.44 -5.84
H 2.39 1.67 -4.29
*
```

## Properties
Maximum force, eV Å⁻¹: 1.01
Orbital gap (spin up / spin down), eV: 3.924 / 4.179
Electronic energy, a.u.: -4304.9620
HOMO level (spin up / spin down), eV: -2.74 / -3.00
Expectation value of S²: 4.086
Relative energy (zero: lowest compared OMol25 entry of this formula, charge and spin), kJ/mol: 45.3